Entry 1:
The following is a quantum chemistry calculation of a structure of composition C4H8FN at a distorted geometry, from the Open Molecules 2025 dataset.

* HOMO energy: -9.56 eV
* net charge: 0
* E_tot: -311.77193 a.u.
* energy relative to the best compared isomer or geometry (same formula, charge and spin): 124.6 kJ/mol
* F_max: 3.326 eV Å⁻¹

Each line ends with the natural charge from an NBO analysis.
CARTESIAN COORDINATES (ANGSTROEM)
C -1.611 0.435 0.187  0.0573
C -0.293 0.043 -0.454  -0.2704
C 0.999 0.829 -0.145  -0.2145
C 0.496 -1.097 0.070  -0.2220
H -1.548 0.323 1.305  0.1662
H -1.868 1.461 -0.163  0.1709
H -0.475 -0.133 -1.563  0.2186
H 0.888 1.239 0.904  0.1595
H 1.297 1.656 -0.761  0.1930
H 2.400 -0.500 0.435  0.3498
H 0.185 -2.052 -0.395  0.1913
H 0.377 -1.291 1.154  0.1676
N 1.730 -0.432 -0.295  -0.5902
F -2.577 -0.481 -0.279  -0.3774

Forces on atoms 1 to 2 (eV/Å):
0.6 -0.2 -0.1
-1.0 1.0 -1.1



Entry 2:
The following is a quantum chemistry calculation of a structure of composition C2H14Si4 at a distorted geometry, from the Open Molecules 2025 dataset.

* HOMO energy: -9.41 eV
* net charge: 0
* E_tot: -1242.42976 a.u.
* energy relative to the best compared isomer or geometry (same formula, charge and spin): 48.7 kJ/mol
* F_max: 3.698 eV Å⁻¹

Each line ends with the natural charge from an NBO analysis.
CARTESIAN COORDINATES (ANGSTROEM)
C -2.702 0.492 -0.017  -1.0904
C 0.373 -0.236 -0.023  -1.6492
Si 0.441 -0.506 1.915  0.9329
Si 2.313 1.051 -0.501  0.8519
Si 0.441 -1.830 -1.034  0.9618
Si -0.950 1.045 -0.571  1.1764
H -2.814 -0.563 0.172  0.2414
H -3.026 0.991 0.843  0.2372
H -3.488 0.553 -0.758  0.2433
H 1.138 -1.587 2.653  -0.1443
H -0.849 -0.666 2.282  -0.1951
H 1.019 0.835 2.350  -0.1649
H 2.426 1.984 0.545  -0.1654
H 3.266 0.030 -0.489  -0.1811
H 2.572 1.799 -1.880  -0.1304
H 1.595 -2.471 -0.699  -0.1894
H 0.269 -1.751 -2.424  -0.1691
H -0.556 -2.656 -0.507  -0.1896
H -0.833 1.274 -1.969  -0.1765
H -0.635 2.210 0.115  -0.1995

Forces on atoms 1 to 2 (eV/Å):
0.5 -0.8 -1.7
1.9 1.4 -0.7